Entry from the Open Molecules 2025 dataset: a molecular structure, C29H26AuN2O4PS (ωB97M-V/def2-TZVPD).

Each line ends with the Löwdin charge.
CARTESIAN COORDINATES (ANGSTROEM)
Au  0.097  0.394  0.069  0.729
O  4.250  -1.082  0.718  -0.308
S  2.936  -0.579  1.020  0.418
O  1.887  -1.600  1.061  -0.397
O  2.537  0.598  0.219  -0.419
C  2.923  0.012  2.705  -0.254
C  4.109  0.235  3.381  -0.047
C  4.076  0.611  4.716  -0.068
C  2.860  0.752  5.367  -0.075
C  1.670  0.543  4.683  -0.090
C  1.681  0.175  3.340  -0.320
P  0.107  -0.040  2.417  1.024
C  -0.963  1.164  3.319  -0.349
C  -2.161  0.861  3.955  -0.076
C  -2.933  1.869  4.524  -0.084
C  -2.513  3.189  4.471  -0.094
C  -1.313  3.502  3.841  -0.092
C  -0.554  2.500  3.261  -0.119
C  -0.562  -1.650  2.915  -0.358
C  -1.751  -2.060  2.312  -0.106
C  -2.324  -3.276  2.653  -0.080
C  -1.698  -4.100  3.579  -0.085
C  -0.497  -3.710  4.154  -0.073
C  0.072  -2.488  3.823  -0.063
H  5.044  0.085  2.856  0.115
H  4.999  0.779  5.256  0.105
H  2.834  1.027  6.414  0.104
H  0.726  0.667  5.198  0.111
H  -2.494  -0.167  4.021  0.099
H  -3.861  1.615  5.022  0.102
H  -3.109  3.969  4.927  0.099
H  -0.972  4.530  3.805  0.104
H  0.375  2.747  2.758  0.106
H  -2.209  -1.431  1.555  0.096
H  -3.248  -3.589  2.185  0.103
H  -2.138  -5.055  3.838  0.101
H  0.004  -4.364  4.856  0.104
H  1.018  -2.194  4.260  0.107
C  -3.693  4.565  -0.595  0.001
N  -3.553  3.162  -0.244  -0.065
N  -2.474  2.415  -0.689  0.060
C  -2.812  1.063  -0.656  -0.424
O  -2.018  0.145  -0.917  -0.074
C  -4.176  1.024  -0.233  0.065
C  -4.580  2.307  -0.017  -0.267
C  -5.917  2.825  0.380  -0.006
C  -1.157  2.930  -0.686  -0.225
C  -0.773  3.918  0.215  -0.050
C  0.533  4.378  0.205  -0.072
C  1.466  3.846  -0.677  -0.072
C  1.083  2.864  -1.574  -0.081
C  -0.230  2.395  -1.586  -0.084
H  -2.820  4.881  -1.157  0.094
H  -3.770  5.182  0.300  0.096
H  -4.577  4.717  -1.214  0.093
H  -4.751  0.126  -0.095  0.119
H  -6.572  1.992  0.623  0.087
H  -6.377  3.397  -0.429  0.086
H  -5.839  3.477  1.251  0.091
H  -1.481  4.296  0.940  0.104
H  0.832  5.141  0.912  0.110
H  2.493  4.187  -0.657  0.112
H  1.803  2.437  -2.258  0.118
H  -0.562  1.686  -2.333  0.118

For the HOMO energy, the calculation gives -7.60 eV. The value obtained for the energy relative to the best compared isomer or geometry (same formula, charge and spin) is 0.000 eV. Its charge is 0.

---

Entry from the Open Molecules 2025 dataset: a molecular structure, C6H24BCs2N4O4 (ωB97M-V/def2-TZVPD).

Each line ends with the Löwdin charge.
CARTESIAN COORDINATES (ANGSTROEM)
Cs  0.864  -2.635  -0.085  1.777
Cs  -0.680  -0.762  -2.317  2.170
B  0.682  -0.164  -0.518  -1.222
H  -0.014  -0.535  0.218  -0.076
H  0.226  0.616  -1.108  0.010
H  1.510  0.267  0.022  0.067
H  1.106  -0.954  -1.119  -0.176
C  1.039  -0.177  2.569  -0.649
O  0.964  -0.260  3.811  0.045
N  2.143  -0.404  1.834  0.130
N  0.042  -0.261  1.771  -0.053
H  2.081  -0.171  0.854  0.006
H  3.044  -0.287  2.276  0.134
H  0.086  -0.534  0.799  -0.183
H  -0.880  -0.152  2.170  0.130
C  -1.849  1.229  -0.261  -0.699
O  -1.687  1.124  -1.492  -0.312
N  -0.973  0.882  0.614  0.086
N  -2.911  1.712  0.297  0.226
H  -0.123  0.428  0.313  -0.026
H  -1.098  1.261  1.542  0.170
H  -3.643  2.076  -0.297  0.145
H  -3.006  1.638  1.300  0.135
C  -2.164  -1.642  1.083  -0.030
C  -2.426  -2.019  -0.407  -0.322
O  -1.467  -2.916  -1.005  -0.528
H  -2.765  -0.817  1.467  0.098
H  -1.139  -1.280  1.169  0.001
H  -2.372  -2.438  1.798  0.112
H  -2.489  -1.168  -1.086  0.001
H  -3.383  -2.535  -0.472  0.131
H  -1.597  -2.909  -1.956  0.010
C  3.331  1.560  -1.165  -0.069
C  2.156  1.810  -1.945  -0.282
O  1.531  0.574  -2.188  -0.278
H  4.112  0.896  -1.536  0.108
H  2.958  1.374  -0.158  0.074
H  3.945  2.431  -0.937  0.097
H  2.352  2.116  -2.973  0.136
H  1.507  2.548  -1.475  0.147
H  0.986  0.477  -1.404  -0.242

For the HOMO energy, the calculation gives -11.84 eV. The value obtained for the energy relative to the best compared isomer or geometry (same formula, charge and spin) is 21.491 eV. Its charge is +1.

---

Number 1: maximum force 0.015 Eh/bohr, electronic energy -2406.39642 Ha. Number 2: maximum force 0.350 Eh/bohr, electronic energy -826.98285 Ha.